No. 1
53
Properties=species:S:1:pos:R:3:forces:R:3:lowdin_charge:R:1 method="wB97M-V/def2-TZVPD" charge=-1 energy_ha=-1487.57518 largest_force_ev_per_a=4.29 lumo_ev=1.977 orbital_gap_ha=0.3434 relative_energy_kcal_mol=17.7
O 3.5849 1.5223 -1.0490 0.7 -2.1 0.4 -0.059
O -3.3071 -1.4757 0.7370 -1.3 -0.6 -0.3 -0.044
O -0.6501 1.5353 -0.2990 -0.4 -2.3 -0.2 -0.013
O 1.2649 -2.8527 -0.9940 -1.2 -1.3 0.7 -0.027
H -0.7991 4.3023 0.1900 0.0 -0.1 0.1 0.027
H -3.3511 -1.9857 1.5430 0.5 0.2 0.3 0.033
H 1.4819 -3.3897 -0.2080 -0.1 0.5 -0.5 0.084
H -1.1731 -3.4497 1.0430 0.5 0.4 0.7 -0.025
H -2.2051 2.1733 -1.8470 1.6 -1.0 0.8 -0.031
O -2.9401 -0.1937 -1.9630 -1.0 0.0 -1.0 -0.032
O 2.7119 1.7223 1.9020 -1.3 -0.5 -0.3 -0.015
H -3.5961 2.7043 -1.4520 1.0 0.0 -0.5 0.052
H 3.7339 -2.1987 -0.8090 0.3 -0.2 0.1 0.054
H 0.4789 1.2323 2.8020 0.6 -0.6 0.4 -0.001
H 1.1579 0.1603 -2.2490 0.4 -0.2 0.0 -0.020
O 1.1689 0.3553 -0.4620 2.3 -1.5 0.4 -0.049
O -2.9151 2.6853 -2.1600 -2.5 1.5 -0.3 -0.049
H -0.9071 -1.8237 2.7170 -0.6 0.4 0.5 0.044
H -3.1131 2.0423 1.1440 -0.1 2.5 1.3 0.003
O -1.8031 -4.0877 0.7150 -1.0 -0.3 -0.1 -0.071
O -1.4031 -3.7197 -1.8710 -0.1 -0.5 0.2 -0.075
O 1.4379 3.2333 -0.2390 -1.4 -0.9 -0.9 -0.073
H 1.8709 -0.4437 -3.5360 -0.9 1.4 0.9 0.065
H -0.0861 -1.4407 -0.4230 -0.6 -0.2 -0.3 0.091
O -3.1921 1.2373 0.7060 -2.2 -1.6 0.4 -0.006
H 1.9109 -2.1667 -1.0600 1.0 1.1 0.0 -0.026
H 3.5549 1.7733 2.2940 1.7 0.5 0.9 0.041
O -1.2741 4.1253 1.0120 -0.2 -0.6 0.1 -0.079
O 3.4659 -1.2767 -0.8170 1.1 0.2 -0.8 -0.057
O -0.3171 -2.2967 2.1490 0.1 -0.6 -0.2 -0.042
H 1.7129 -0.3347 2.4140 0.4 -0.3 -0.6 0.061
H -0.7981 -3.0027 -2.0140 0.4 0.5 -0.5 -0.014
O 1.9039 -0.9587 1.6860 0.3 -0.7 2.4 -0.041
O -0.7831 -0.7427 -0.4350 1.5 0.5 0.7 0.055
H 2.7189 1.0963 -0.9200 0.3 0.0 -0.2 -0.017
C -0.0441 0.4253 -0.3620 -3.3 2.7 -0.5 -0.690
H 1.6679 -0.5187 0.8780 -0.3 0.8 -1.6 -0.027
O -0.0871 1.8973 2.4510 -1.6 0.6 -0.1 -0.027
H -2.3991 1.2303 0.2250 2.3 -0.1 -1.4 -0.053
H 2.1099 2.9363 0.3460 1.1 0.0 1.2 -0.028
H 4.1109 -0.8557 -1.4360 -0.9 0.0 0.7 0.087
H 3.3109 2.4023 -1.1570 -0.5 2.1 -0.5 -0.003
H -0.9621 3.2243 1.2340 0.2 0.8 -0.3 -0.021
H -3.4391 0.5673 -1.6520 0.0 -0.2 -0.1 0.010
H -2.4321 -1.1557 0.5290 0.5 -0.1 0.3 -0.014
H -2.5651 -3.5167 0.4860 0.4 -0.4 -0.2 0.043
H 2.8009 0.9003 1.4010 0.0 0.2 -0.4 0.023
H -2.1841 -0.2587 -1.4030 0.6 -0.2 0.4 -0.044
H -1.0121 1.5783 2.5110 0.8 0.0 0.0 0.066
H -1.2111 -3.9587 -0.9420 -0.5 -0.2 -0.4 -0.018
H 0.4629 -1.7327 2.0160 0.3 -0.1 -0.1 -0.015
O 1.4629 0.3753 -3.1360 0.7 -1.2 -1.5 -0.059
H 0.8629 2.3993 -0.2370 0.4 1.9 -0.3 0.025

=====

No. 2
5
Properties=species:S:1:pos:R:3:forces:R:3:lowdin_charge:R:1 method="wB97M-V/def2-TZVPD" charge=0 energy_ha=-926.79553 largest_force_ev_per_a=4.90 lumo_ev="-1.508 / -1.477" orbital_gap_ha="0.2821 / 0.2744" relative_energy_kcal_mol=57.7
S 1.8918 -0.6455 -0.5487 -2.7 2.3 -1.0 0.574
O -0.6349 0.1512 -1.7915 2.2 -3.3 2.9 -0.794
S -1.1907 1.1698 -2.7372 -0.8 2.7 -1.9 0.694
H 0.6997 1.5244 -0.8832 0.2 -1.1 -0.1 0.059
N 0.6721 0.4763 -0.9012 1.1 -0.6 0.1 -0.532

=====

No. 3
10
Properties=species:S:1:pos:R:3:forces:R:3:lowdin_charge:R:1 method="wB97M-V/def2-TZVPD" smiles="C/C=N/C(=O)I" charge=0 energy_ha=-544.29367 largest_force_ev_per_a=8.92 lumo_ev=-0.186 orbital_gap_ha=0.3371 relative_energy_kcal_mol=56.0
H -0.9873 -0.3710 1.6438 1.4 0.3 -2.5 0.177
C -0.5433 -0.1320 0.5357 -2.1 0.2 2.3 -0.170
C -1.5283 0.4627 -0.4216 1.1 1.9 -1.0 -0.068
N 0.6397 -0.2090 0.1969 3.0 -0.8 -0.1 0.027
O 2.2527 -1.9775 -0.2477 -2.0 8.2 2.9 -0.251
C 1.9158 -0.6092 0.1848 -0.1 -7.8 -3.0 -0.836
H -1.2880 0.2142 -1.4501 0.2 -0.5 -0.1 0.079
I 3.4350 0.8015 0.3064 -0.2 0.0 0.2 0.867
H -1.3424 1.5940 -0.4767 -0.6 -1.4 0.6 0.117
H -2.5539 0.2264 -0.2715 -0.7 0.0 0.6 0.057

=====

No. 4
23
Properties=species:S:1:pos:R:3:forces:R:3:lowdin_spin:R:1 method="wB97M-V/def2-TZVPD" s_squared=0.7610 charge=-1 spin_multiplicity=2 energy_ha=-351.22093 largest_force_ev_per_a=4.46 lumo_ev="3.677 / 3.657" orbital_gap_ha="0.1024 / 0.2604" relative_energy_kcal_mol=36.6
H -0.4577 1.2292 2.1315 0.8 -2.2 -1.1 0.020
C 0.2934 -2.1799 1.2596 0.6 2.6 2.3 0.122
C 0.4277 -0.8670 1.8697 0.7 -3.4 -0.4 0.079
C 2.9154 2.4350 -1.5179 -1.1 0.7 -2.0 0.001
H -1.1792 -3.3110 0.2372 -0.7 -2.4 -0.5 0.039
H 1.2728 0.9465 -1.5230 -0.2 0.4 0.3 0.001
C -1.7187 -1.2643 0.2184 1.5 0.6 -0.2 0.091
H 2.8931 2.5882 -2.6739 0.1 -0.2 1.9 0.001
H 0.8616 2.7462 -1.0428 0.3 -1.6 -0.2 0.001
H -1.9255 0.8707 0.3547 -2.0 1.8 -0.9 -0.001
H 3.1351 3.4221 -1.0672 0.0 -0.6 -0.1 0.000
C 1.5800 1.8606 -1.0022 0.4 1.8 2.4 0.006
H 1.7104 1.6608 0.1604 -0.5 0.0 -2.5 0.005
H 3.6880 1.7454 -1.3034 1.1 -0.6 0.2 0.000
C -1.4607 0.0070 0.6364 2.5 -2.7 1.5 0.052
H 1.1346 -0.8567 2.6716 0.5 0.5 0.4 0.005
H 0.8786 -3.0173 1.6500 0.1 0.3 -0.2 0.008
C -2.9220 -1.4154 -0.5500 -3.1 -1.5 -2.8 0.039
H -3.4633 -0.4826 -0.8148 0.6 -0.1 0.4 0.001
H -2.8017 -1.9283 -1.6025 0.1 0.5 1.7 0.025
C -0.3670 0.2072 1.5300 -0.8 3.2 1.1 0.221
C -0.7644 -2.3893 0.4038 -1.7 2.7 -0.7 0.278
H -3.7307 -2.0072 -0.0255 0.8 0.1 -0.4 0.004

=====

No. 5
17
Properties=species:S:1:pos:R:3:forces:R:3:lowdin_charge:R:1 method="wB97M-V/def2-TZVPD" smiles="CC=C1CC1.O=[SiH2]" charge=0 energy_ha=-561.10319 largest_force_ev_per_a=3.31 lumo_ev=-0.628 orbital_gap_ha=0.2849 relative_energy_kcal_mol=70.9
H 1.0202 -3.0312 1.1207 -0.1 -0.6 0.4 -0.071
O 1.3425 -0.9731 -0.2767 2.3 -1.6 0.9 -0.436
H -1.8066 0.9612 -2.3951 -1.3 0.3 -0.7 0.083
H 1.0200 1.6347 2.0703 -0.4 0.1 -0.9 0.076
C -1.0097 0.3547 -2.0886 0.9 -0.4 1.8 -0.083
C 0.0130 1.3655 1.6759 -0.7 2.4 0.0 -0.109
H -2.1948 -0.9352 -0.6048 0.5 0.8 -0.4 0.105
H -0.2502 0.1496 -2.7863 0.8 -0.1 -0.9 0.084
C -1.1752 -0.6908 -0.9866 -1.5 0.3 1.3 -0.119
C -0.2836 1.5938 0.1840 1.1 -2.6 1.6 -0.110
H 3.3605 -2.4361 0.8098 0.8 -0.1 0.1 -0.094
Si 1.9864 -2.1355 0.5275 -1.8 1.9 -1.2 0.704
C -0.5795 0.6591 -0.7013 -1.1 -0.5 -0.1 -0.258
H -0.1921 0.4527 2.1271 -0.6 -2.1 0.2 0.027
H -0.6802 2.0810 2.1782 0.5 -0.3 0.1 0.072
H -0.6119 -1.6077 -0.8455 0.4 0.5 -0.8 0.059
H 0.0411 2.5574 -0.0086 0.2 1.8 -1.4 0.070

=====

No. 6
14
Properties=species:S:1:pos:R:3:forces:R:3:lowdin_charge:R:1 method="wB97M-V/def2-TZVPD" charge=0 energy_ha=-320.72185 largest_force_ev_per_a=2.27 lumo_ev=-0.091 orbital_gap_ha=0.3426 relative_energy_kcal_mol=101.3
C -0.1103 0.9205 -0.8418 0.1 0.1 0.0 -0.217
C -0.0361 0.1601 0.4577 -0.3 0.0 -0.2 -0.449
H 0.1120 -1.6909 3.3383 -1.1 0.6 -0.8 0.103
H 0.4397 0.5641 -2.9093 0.0 -0.1 0.0 0.072
H -1.9987 0.6131 1.1187 0.3 -1.1 0.8 0.083
N 1.1970 -0.2788 0.8758 0.1 -0.2 -0.1 0.023
N -0.0048 -1.0044 2.5586 -0.4 0.6 -0.9 0.038
H -0.4965 -0.7512 -2.1604 0.2 0.1 0.0 0.081
H 1.2104 -0.5252 -1.7271 -0.1 0.1 -0.2 0.069
N 1.1201 -0.9706 1.9662 -0.5 0.5 -0.4 -0.119
C 0.2867 -0.0030 -1.9884 0.1 0.0 -0.1 -0.102
H 0.5749 1.7626 -0.7217 0.1 0.0 -0.3 0.115
H -1.1110 1.3393 -1.0248 0.2 -0.2 0.2 0.109
C -1.1834 -0.1358 1.0581 1.3 -0.4 1.8 0.194

=====

No. 7
132
Properties=species:S:1:pos:R:3:forces:R:3:lowdin_charge:R:1 method="wB97M-V/def2-TZVPD" charge=-1 energy_ha=-4995.52964 largest_force_ev_per_a=2.03 lumo_ev=1.637 orbital_gap_ha=0.2051
H 3.2330 -1.2052 1.2507 -0.2 0.0 0.1 0.076
C -1.4434 -0.4667 -4.6250 -0.2 0.3 0.4 -0.082
H -2.2609 6.4478 -4.0986 0.0 0.0 0.0 0.048
H 0.0955 1.1010 5.4435 0.0 0.0 0.3 0.070
O 2.0749 1.3949 0.9506 0.1 0.0 0.5 -0.180
H -0.4012 2.5032 -3.3520 0.2 0.1 0.3 0.037
C -2.2734 1.8005 -9.8500 -0.1 0.0 -0.1 -0.283
C 8.0612 -5.2854 -1.1455 0.1 -0.1 0.0 -0.278
C 3.6904 2.8666 5.3623 0.0 -0.4 -0.4 -0.061
C -3.5183 1.2790 -7.5255 -0.1 0.0 0.0 -0.262
C 1.5474 -3.7503 1.1260 -0.2 0.5 0.3 -0.058
C -3.4409 -1.2673 -3.5679 -0.1 0.3 0.5 -0.111
H -0.2601 1.9561 -4.9959 0.1 0.0 -0.1 0.065
H 0.6914 1.1642 -3.7453 0.2 0.0 0.2 0.079
O -2.3752 -3.3222 2.6561 0.0 0.0 0.0 -0.302
C -3.4209 -0.1743 -2.7050 0.6 -0.4 -0.7 -0.061
H -4.1765 -0.0564 -1.9471 -0.2 0.1 0.1 0.074
C -2.3968 0.3864 1.2067 0.8 0.1 0.4 -0.390
H -0.6593 -0.5740 -5.3633 0.0 -0.1 -0.1 0.102
H 4.1015 -1.8608 -0.1252 0.0 -0.2 -0.1 0.058
C -7.8088 -1.9942 -2.0776 -0.1 -0.1 -0.1 -0.267
H 3.1481 2.1614 5.9891 0.0 0.0 0.3 0.072
H -0.8863 1.4410 4.0483 -0.3 0.2 0.0 0.056
O 6.2268 -3.4533 -0.6670 -0.1 -0.1 0.0 -0.537
H -3.9177 0.3762 -7.9882 0.0 0.0 0.0 0.053
H -4.2270 -2.0032 -3.4556 0.0 -0.1 -0.1 0.082
H 8.4580 -2.1725 0.7443 -0.1 0.0 0.0 0.017
H -2.2021 0.6708 2.2414 -0.2 0.0 0.1 -0.003
C 5.3578 1.0823 2.4313 -0.1 0.3 0.3 -0.028
C -2.4487 -1.4178 -4.5223 0.0 -0.1 -0.2 -0.132
C 4.4484 0.2661 0.1872 -0.2 -0.9 0.5 -0.316
H -4.1413 2.1419 -7.7639 0.0 0.0 0.0 0.057
H 0.3013 -0.5010 3.5367 0.1 -0.4 0.0 0.080
C -2.7313 6.8229 -3.1919 -0.1 0.1 -0.1 -0.276
H 9.9239 1.9047 3.6782 0.0 0.0 0.0 0.059
C 0.7701 0.9805 1.4114 -0.2 0.3 -1.5 -0.350
C -2.3568 -1.1639 1.0583 0.1 0.9 0.4 -0.312
H -7.9777 -0.2321 1.1124 0.1 0.0 0.0 0.052
H -3.6960 6.5794 -0.5759 0.0 -0.1 0.0 0.057
H 9.6658 -3.3966 0.2669 0.0 0.0 0.0 0.051
H -10.0280 -5.9979 2.5754 0.0 0.0 0.0 0.049
H -8.6942 -1.4564 -2.4176 0.0 0.0 0.0 0.056
H -3.4662 1.1428 -6.4455 0.1 0.0 0.0 0.046
C -2.7323 7.0874 -0.5332 -0.1 0.1 0.1 -0.277
H -1.8537 -1.4817 0.1480 0.1 -0.1 -0.1 0.031
H -0.5664 -3.9198 0.8563 -0.3 0.1 0.1 0.110
S -6.9278 -0.9999 -0.8661 0.1 0.0 0.1 0.791
H 3.0506 3.7340 5.2368 0.0 0.2 0.1 0.072
O -6.7232 0.3417 -1.4676 -0.1 0.0 -0.1 -0.548
H 9.1353 -5.4033 -1.2931 0.0 0.0 0.0 0.047
S -1.6474 6.4270 -1.8086 0.1 0.0 0.0 0.798
H -2.8544 7.9046 -3.2622 0.0 0.0 0.0 0.045
C 5.1928 1.7003 3.6745 -0.5 0.0 -0.1 -0.063
S 7.6600 -3.5346 -1.0267 0.1 0.1 -0.1 0.800
H -0.4337 -0.1222 -0.9523 0.3 -0.3 0.0 -0.079
H 10.9572 -1.7003 3.0160 0.0 0.0 0.0 0.044
C 2.9050 2.1073 3.1141 -0.2 -0.1 0.0 0.022
H 12.0553 -0.3047 3.1434 0.0 0.0 0.0 0.051
C 11.0184 -0.6330 3.2186 0.1 0.0 0.1 -0.270
H -2.4586 -2.2680 -5.1908 0.0 -0.1 0.0 0.082
C -8.2981 -0.8600 0.2832 -0.1 -0.1 0.1 -0.272
H 6.6214 0.5712 0.1008 0.1 0.2 -0.3 0.066
O -1.6568 4.9589 -1.6576 0.0 0.1 -0.1 -0.567
H 1.9374 2.5154 3.3707 -0.1 0.1 0.0 0.112
H -7.1369 -2.1671 -2.9160 0.0 0.0 0.0 0.041
H 7.7416 -5.7951 -0.2363 0.0 0.0 0.0 0.056
H -3.4126 0.7191 1.0018 -0.1 0.3 -0.2 0.024
C 4.3108 0.9589 1.5268 0.3 0.4 -0.2 -0.127
C -0.4588 -0.6252 4.2989 -0.5 0.9 0.8 -0.261
H -2.1912 2.8485 -2.2897 0.2 0.2 0.1 0.003
H 0.1759 -2.4894 0.0934 -0.3 0.2 0.0 0.097
Nb -0.8916 1.4646 -0.1264 -1.7 -0.3 -0.6 1.471
H 9.6984 2.5633 2.0392 0.0 0.0 0.0 0.054
C 8.6079 -3.2161 0.4662 0.1 0.0 0.1 -0.270
H -2.8564 8.1614 -0.6798 0.0 0.0 0.0 0.045
O -1.6906 -1.1664 3.7668 1.2 0.0 -0.5 -0.197
H 6.0194 1.7771 4.3675 0.1 0.0 0.0 0.093
H -1.3552 3.0122 0.7978 0.0 0.0 0.2 -0.122
H 8.2554 -3.8616 1.2714 -0.1 0.0 0.0 0.064
C 3.0549 1.4890 1.8785 0.5 -0.1 0.2 -0.249
H -11.2458 -2.9480 4.5047 0.0 0.0 -0.1 0.057
S -9.5847 -3.7028 2.9553 0.2 0.0 0.0 0.802
H -1.6717 0.7228 5.4712 0.0 0.1 0.2 0.074
H 1.6295 -4.1835 2.1188 0.0 -0.3 0.0 0.079
C 5.8748 -0.1921 -0.1019 -0.1 0.0 0.3 -0.095
C 10.2761 1.8707 2.6473 0.0 0.1 0.1 -0.266
H -9.8866 -1.8070 4.3412 0.0 0.0 0.0 0.050
H -8.5611 -1.8503 0.6549 -0.1 0.0 0.0 0.020
H -2.9729 2.6317 -9.9450 0.0 0.0 0.0 0.053
C -10.2446 -5.3153 3.3940 -0.1 -0.1 0.1 -0.274
H 0.3542 2.4753 -0.9917 0.2 0.4 0.6 -0.098
H 0.4716 1.4965 2.3218 0.1 0.0 0.2 0.011
H -2.7133 0.8841 -10.2444 0.0 0.0 0.0 0.047
H -3.3763 1.9892 -1.3395 -0.1 -0.1 0.3 0.044
H -3.6962 6.3352 -3.0500 0.0 0.0 0.0 0.056
P -1.6319 -2.0596 2.4445 -1.4 -1.5 -0.2 0.482
H -2.2617 6.8989 0.4293 0.0 0.0 0.0 0.049
H 2.2971 -2.9677 1.0527 0.1 -0.2 -0.1 0.034
H -11.3227 -5.2421 3.5389 0.0 0.0 0.0 0.056
H 10.6215 -0.4238 4.2121 0.0 0.0 0.0 0.059
C -0.2712 1.6175 -3.9589 -0.4 0.3 -0.2 -0.058
O 8.6138 -0.1406 2.2335 0.0 -0.1 0.1 -0.541
H -9.6793 -3.2872 5.3068 0.0 0.0 0.0 0.054
C 0.1692 -3.1292 0.9740 0.9 -0.6 -0.3 -0.281
C 3.9519 2.2101 4.0307 -0.1 0.1 -0.4 -0.291
C -10.1620 -2.8555 4.4302 -0.1 0.0 0.1 -0.270
O -10.3924 -3.1960 1.8144 -0.1 0.0 0.0 -0.557
C -1.3936 0.6403 -3.7717 -0.3 -0.7 -0.5 -0.265
H -9.1543 -0.4020 -0.2123 0.0 0.0 -0.1 0.060
H 6.3434 0.7107 2.2076 0.1 -0.2 -0.2 0.065
H 0.7876 -0.1041 1.5420 0.1 0.0 0.3 0.029
H 2.6689 -0.8918 -0.4216 -0.3 0.0 0.2 0.081
S 10.0294 0.2206 1.9823 0.1 0.1 -0.1 0.801
H 1.7278 -4.4959 0.3598 0.0 -0.1 -0.1 0.077
H -8.0896 -2.9468 -1.6277 0.0 0.0 0.0 0.052
H 4.6304 3.1393 5.8312 0.0 0.1 0.2 0.065
O -0.0802 -2.3579 2.1520 -0.3 0.8 0.3 -0.234
O -1.4155 2.8838 -7.5978 0.0 0.1 -0.1 -0.550
H 4.0888 0.9028 -0.6153 0.0 0.3 0.0 0.136
C -2.3954 0.7763 -2.7973 -0.3 0.6 0.6 -0.306
H -3.3717 -1.5453 1.0097 -0.1 -0.2 0.0 0.073
H 7.5276 -5.6921 -2.0018 0.0 0.1 0.0 0.046
C -0.7650 0.7494 4.8786 0.3 -0.2 -0.7 -0.071
H -9.7590 -5.6688 4.3034 0.0 0.0 0.0 0.053
C -2.3945 1.9018 -1.8051 0.9 -0.5 -0.5 -0.313
H -1.3565 2.0278 -10.3896 0.0 0.0 0.1 0.044
C 3.5315 -1.0045 0.2271 0.6 0.4 -0.5 -0.049
H 5.9528 -0.5692 -1.1173 0.1 0.1 -0.2 0.076
H 6.1065 -1.0336 0.5471 0.1 -0.1 0.1 0.062
H 11.3340 2.1288 2.5937 0.0 0.0 0.0 0.051
S -1.8484 1.5624 -8.1162 0.1 -0.2 0.1 0.784
H -0.1285 -1.2746 5.1054 0.2 -0.3 -0.1 0.116